# C30H88N4O14

A cluster of 14 separate species, C30H88N4O14 in total in a non-equilibrium geometry (ωB97M-V with the def2-TZVPD basis set, OMol25).

Values from the calculation:
**Electronic energy**: -2468.02106 a.u.
**HOMO energy**: -9.44 eV

Last column: Löwdin charge in e.
Atoms and positions in Å:
H  -4.15031  5.54391  3.89657  0.0826
H  3.53767  -4.58057  0.97968  0.0795
H  4.84911  -0.30788  2.86178  0.0768
H  -1.23467  4.15113  0.09047  0.0533
C  -2.01479  5.86155  -0.82412  -0.3297
H  -0.01577  0.78560  2.03583  0.0415
H  -4.12693  -2.52587  -3.21897  0.0729
H  0.68817  2.43006  0.60995  0.1219
C  -4.84130  -1.70510  -3.15475  -0.0871
H  -2.27211  6.08641  -1.85917  0.1159
H  -3.95365  3.59818  -3.03525  0.0722
C  1.97512  1.23104  -0.45460  -0.0619
H  -1.38024  -5.83200  -0.45540  0.1197
O  -1.50189  6.96158  -0.11404  -0.0739
H  -1.13209  0.78244  5.57848  0.0827
H  -4.47967  3.16390  3.86904  0.0762
H  -1.46964  0.91787  0.00290  0.0693
H  1.94367  5.97636  0.65955  0.0729
O  -6.83388  -0.74295  -3.87413  -0.0565
H  -2.37190  -3.55558  -4.85437  0.0665
H  -2.38758  -2.06405  2.39346  0.0658
C  -0.97623  4.82515  -0.72624  -0.0941
C  2.53238  -4.36531  0.61754  -0.0670
O  -3.85057  5.51508  2.98502  -0.0752
H  1.47615  0.06765  4.85589  0.0787
O  -0.73663  -1.80485  5.97641  0.0599
H  -3.71065  1.07243  -3.41072  0.0859
H  3.23426  -2.00343  -1.98225  0.0799
O  7.32505  -2.17563  1.81860  -0.0323
H  -5.41001  -1.50576  -5.16337  0.1210
H  -1.48950  6.61498  0.78111  0.0740
H  1.61186  1.71006  4.33409  0.0672
H  0.86772  -4.71435  -5.88269  0.0935
H  0.03269  5.19211  -0.53775  0.0690
H  3.77888  -4.08524  -3.49152  0.0786
H  -5.84007  0.79716  -3.77558  0.0238
C  -2.98167  4.41931  3.01570  -0.3399
H  -0.91845  4.04183  -1.48199  0.0676
H  -2.94434  5.66589  -0.28956  0.1128
C  -4.20589  1.70278  -4.14930  -0.3418
H  2.32746  -2.90246  2.08163  0.1094
H  -2.35550  4.48583  3.90541  0.1110
C  1.00090  1.04462  4.94401  -0.0852
H  -7.62416  -1.23054  -3.63061  0.1109
H  1.23384  1.40756  5.94507  0.0627
H  4.31135  7.25221  -1.49477  0.0914
H  -0.17067  -3.94012  1.84139  0.0643
C  -5.88298  -1.68724  -4.19826  -0.3473
H  0.60516  -1.75236  0.80459  0.0574
O  -1.96848  -6.44860  2.04783  0.0588
H  1.84989  -5.12814  0.99223  0.0624
O  -0.85703  0.06439  3.73960  -0.1196
H  0.26174  -3.47982  7.35669  0.1297
N  -0.82544  -4.60903  2.22079  0.1587
H  -0.55749  -2.11724  -6.13739  0.1307
C  3.42692  -1.10395  -3.82318  -0.0680
H  4.93723  -2.18911  0.38139  0.0656
H  2.79042  5.53354  -1.32716  0.1296
C  3.15663  -2.37835  -3.00279  -0.3326
H  -4.23490  -0.80110  -3.09869  0.0549
H  -0.76118  2.06958  4.37669  0.1029
C  -3.94374  -1.95107  0.83292  -0.2654
N  0.31231  -2.54758  7.74201  0.1618
H  -3.29009  2.30053  2.86722  0.0654
H  -5.30271  -1.73143  -2.16758  0.0786
C  -0.37224  -1.67764  7.11347  -0.7722
H  2.91679  -2.25191  0.66125  0.0739
H  -0.17736  -4.73785  0.23753  0.0651
H  2.28504  0.18856  -0.52725  0.0690
O  0.79591  -2.67155  0.60385  -0.0933
O  4.22723  -3.28277  -3.21465  -0.0649
H  -2.70281  3.20308  -4.22910  0.0613
C  -3.87584  3.21476  2.96301  -0.0846
O  0.76048  0.56901  1.51418  -0.0743
C  4.76422  4.84725  -0.83939  -0.0494
N  -0.38569  -0.54543  7.82928  0.1675
C  -0.51559  0.84395  -0.51903  -0.0425
C  -1.29955  -3.64764  -4.68211  -0.0288
C  5.58569  -1.31325  0.40268  -0.0605
C  5.59125  -1.10548  2.89588  -0.0412
H  -0.29195  -0.74523  8.81488  0.1098
H  4.49717  -0.96707  -3.97787  0.0777
H  5.10284  -2.07568  2.98669  0.0700
H  -0.80847  0.29406  7.45967  0.0965
C  -0.46660  -3.18785  -5.95397  -0.4845
C  -1.27348  -5.61873  1.55230  -0.8212
H  -0.65774  1.40856  -1.44051  0.0690
H  -4.57322  3.13481  2.12911  0.0824
H  -4.48379  -2.67066  1.44826  0.1083
C  -0.50884  1.07045  4.73190  -0.2624
C  0.95090  -3.62785  -5.90949  -0.0623
H  -0.82804  -0.77711  4.20073  0.0426
C  2.89381  5.44915  0.74549  -0.0503
H  -3.87701  1.27841  -5.09789  0.1094
H  -3.86779  -2.31785  -0.19069  0.0804
H  -0.42148  -0.21658  -0.75256  0.0734
H  -0.99291  -4.64149  -4.35602  0.0722
H  3.40681  5.74497  1.66060  0.0876
H  2.94425  -0.30245  -3.26396  0.0607
H  6.21386  -1.09274  3.79047  0.0743
H  5.08011  5.06940  -1.85869  0.0788
H  -0.91204  -3.04749  -3.85885  0.0657
C  6.45354  -1.14525  1.59490  -0.5316
C  0.69257  1.38925  0.28622  -0.4284
H  1.49239  -3.20519  -5.06319  0.0528
H  7.08564  -0.25760  1.62035  0.1359
H  1.10515  -2.22432  8.27774  0.1267
O  -4.58045  -0.65420  0.77702  -0.0930
H  -5.53085  -0.59158  0.89703  0.0743
H  -0.66890  -3.62848  -7.85921  0.0838
H  2.69180  1.89630  0.02695  0.0672
H  3.11969  -1.22402  -4.86207  0.0611
H  -4.09536  3.79551  -4.84092  0.0729
C  -2.43712  -1.99178  1.30699  -0.0583
C  3.55406  5.72835  -0.57416  -0.5465
H  4.58997  3.79652  -0.60767  0.0669
N  -0.83707  -5.49732  0.32757  0.1744
H  1.98508  1.53972  -1.49993  0.0816
H  2.14019  -2.77019  -3.04058  0.1003
O  3.88254  7.07390  -0.65457  -0.0267
H  -2.33457  4.44293  2.13890  0.0899
H  -1.94198  -2.84951  0.85177  0.0475
H  5.57592  5.08690  -0.15251  0.0844
O  -5.59876  1.70196  -3.98706  -0.0622
H  2.81546  4.36718  0.85193  0.0648
H  -1.00716  -4.60339  3.21430  0.1272
H  7.85734  -2.26578  1.02479  0.0965
H  2.51680  -4.39507  -0.47195  0.0676
C  -3.77104  3.16035  -4.01661  -0.0865
H  5.00711  -0.44289  0.09316  0.0808
H  6.15079  -1.52422  -0.50522  0.0806
H  1.53903  -3.32899  -6.77718  0.0853
O  -1.15237  -3.79232  -7.04619  -0.0644
H  -6.25611  -2.70919  -4.26516  0.1194
C  2.13658  -2.92910  1.00881  -0.3023
H  -1.96554  -1.04855  1.03123  0.0447